1.
50
Properties=species:S:1:pos:R:3:forces:R:3:mulliken_charge:R:1 method="wB97M-V/def2-TZVPD" homo_energy_ev=-8.29 homo_lumo_gap_ev=6.3 e_tot_ha=-2133.08530
O 1.807854 6.615946 2.400559 -2.6 -0.6 0.3 -0.570
O 6.440262 -4.765257 3.391489 -1.5 0.7 -1.9 -0.579
O -4.265498 2.402129 -1.742497 3.8 0.0 1.2 -0.597
O -2.584235 1.919643 -3.361433 1.4 0.2 1.6 -0.668
O -0.158769 7.515669 2.764000 0.7 -0.3 -0.3 -0.567
O 6.689627 -4.781651 1.245248 -0.2 0.1 -0.2 -0.571
N -1.641697 0.375296 2.795259 0.1 0.0 -1.5 -0.848
N 0.170410 -1.407382 1.712351 -0.2 0.7 -1.7 -0.826
N -0.106960 2.925001 2.835462 0.0 -3.2 -0.8 -0.377
N 3.126427 -2.921419 0.505869 1.7 -0.8 0.1 -0.496
O -1.947390 3.582531 -1.631502 -0.5 -1.1 -1.0 -0.464
C -2.022069 1.226103 0.532244 -0.3 -0.9 -5.0 -0.396
C -2.174080 0.936563 -0.873488 1.2 0.2 5.0 -0.024
C -1.555159 0.240589 1.476772 0.0 0.1 3.1 0.390
C -0.844856 -0.964230 0.990686 0.7 -0.2 -1.2 0.210
C 0.552371 3.998709 2.595130 -0.2 2.8 -0.1 -0.368
C 4.334231 -3.472570 0.759621 -1.6 -0.9 1.5 -0.289
C -1.378138 2.855824 3.207032 1.0 -1.4 -0.2 0.416
C 2.251029 -2.761976 1.504815 0.4 1.9 -2.0 0.408
C -2.057827 3.983115 3.522326 1.4 3.1 -0.5 -0.669
C 2.517107 -3.176664 2.815411 -0.2 -0.3 -0.1 -0.492
C -2.123125 -2.143938 -2.965339 -0.7 -0.2 -0.7 -0.740
C -1.464351 -3.045252 -2.212079 2.4 -2.4 1.8 -0.618
C -2.411344 -0.902801 -2.512403 0.2 0.4 1.3 -0.767
C -1.005708 -2.711508 -0.882979 -0.8 0.7 -2.6 -0.317
C -1.423090 5.262049 3.326258 -0.1 -1.9 -0.4 -0.191
C 3.761299 -3.757852 3.095799 0.7 -0.5 -1.2 -0.357
C -1.887826 -0.449702 -1.307086 -0.4 0.3 -0.2 0.528
C -1.213344 -1.368114 -0.457753 1.0 -0.6 1.4 0.465
C -0.070526 5.246629 2.816641 -2.0 0.1 1.1 0.048
C 4.723239 -3.951887 2.005449 -3.1 1.6 2.4 0.108
N -2.030547 1.597949 3.312600 0.9 1.0 -1.6 0.100
N 1.189257 -1.947694 0.972859 -0.3 -1.7 2.6 0.073
N 0.573426 6.547409 2.629830 1.6 0.6 -0.1 0.910
N 6.022375 -4.535563 2.228777 1.6 -0.7 1.7 0.898
S -2.794374 2.222653 -1.947693 -4.6 0.1 -2.7 1.339
H -1.815224 3.912493 -2.570789 0.0 -0.2 1.3 0.378
H -2.322986 2.191762 0.830227 -0.2 0.9 0.7 0.467
H 1.551353 3.968574 2.162014 -0.1 -0.2 0.3 0.440
H 5.000258 -3.799689 0.025587 0.7 0.4 -1.9 0.486
H -3.057044 3.900694 3.797641 -1.6 0.2 0.5 0.497
H 1.665236 -3.090238 3.488009 0.6 0.0 0.4 0.429
H -2.536030 -2.374137 -3.911989 -0.2 -0.6 -0.8 0.433
H -1.184651 -4.069309 -2.647611 -0.6 1.6 0.8 0.286
H -3.166361 -0.371177 -3.014636 -0.3 1.1 -0.8 0.459
H -0.429984 -3.496219 -0.388864 -0.4 0.6 0.4 0.457
H -2.106174 6.129131 3.488809 1.4 -0.5 -0.2 0.381
H 4.004469 -4.152968 4.091741 -0.1 0.3 -0.5 0.426
H -2.594115 1.518316 4.107928 -0.7 -0.4 1.2 0.269
H 1.101138 -1.954914 -0.025383 0.3 -0.1 -0.5 0.491

***

2.
42
Properties=species:S:1:pos:R:3:forces:R:3:mulliken_charge:R:1 method="wB97M-V/def2-TZVPD" homo_energy_ev=-7.42 homo_lumo_gap_ev=7.2 e_tot_ha=-1276.29372
Au -0.291000 -0.363900 0.281200 0.7 -0.8 -0.1 0.669
O -3.178800 3.259800 0.134500 0.0 -0.1 -0.2 -0.681
C -2.820600 3.855400 1.285800 0.2 0.0 0.2 0.052
C -3.647600 4.844300 1.816800 0.0 -0.1 -0.1 -0.620
C -3.316400 5.467400 3.002000 0.0 0.0 -0.1 -0.383
C -2.149600 5.128700 3.674100 0.1 0.1 0.2 -0.709
C -1.323400 4.153800 3.158200 -0.1 0.0 0.0 -0.356
C -1.645600 3.497600 1.972400 -0.3 0.2 0.0 0.540
C -0.789900 2.428700 1.445600 0.6 -0.5 -0.5 0.897
O -0.960100 1.983200 0.272400 -0.5 0.6 0.0 -0.911
N 0.193400 2.006800 2.245100 0.3 0.7 1.2 -0.793
N 0.751900 0.885000 1.882600 0.4 -0.6 -0.6 0.065
C 1.922100 0.490200 2.255400 -0.7 1.0 0.5 -0.717
C 2.426300 -0.722400 1.683100 0.4 -0.8 -0.4 1.071
C 3.587500 -1.347800 2.162700 -0.3 0.2 -0.1 -0.803
C 4.093600 -2.441100 1.498200 -0.2 -0.1 -0.2 -0.150
C 3.431600 -2.902000 0.362100 0.1 0.0 0.1 -0.656
C 2.276000 -2.256700 -0.032800 0.2 -0.3 -0.1 -0.146
N 1.785300 -1.203300 0.600700 0.1 0.3 0.3 -0.437
H -2.419200 2.667400 -0.111200 0.0 0.1 0.1 0.426
H -4.538700 5.105700 1.267100 -0.1 0.0 0.0 0.430
H -3.964500 6.231200 3.405100 -0.1 0.1 0.0 0.373
H -1.890100 5.627400 4.595100 0.0 0.1 0.1 0.383
H -0.407000 3.876200 3.653300 0.1 0.0 0.1 0.458
H 2.556300 1.071000 2.919900 -0.1 0.1 0.1 0.385
H 4.065800 -0.962400 3.049100 0.1 0.1 0.1 0.345
H 4.991100 -2.930500 1.850300 0.0 0.0 0.0 0.417
H 3.805000 -3.741000 -0.202000 0.0 -0.1 -0.1 0.359
H 1.722700 -2.576800 -0.904600 0.0 -0.1 0.0 0.386
N -2.157200 -0.766400 -0.317300 -1.7 0.5 0.0 -0.392
C -3.270300 -0.456200 -0.259000 1.9 -0.8 -0.4 0.280
C -4.642400 -0.196500 -0.167300 -1.5 0.2 0.2 0.422
C -5.302000 -0.518000 1.027100 0.2 0.1 -0.2 -0.412
C -6.661400 -0.310100 1.134300 -0.1 0.0 0.0 -0.612
C -7.373100 0.213900 0.065000 0.1 0.0 0.0 -0.318
C -6.721600 0.540400 -1.115200 -0.1 0.0 0.0 -0.608
C -5.361500 0.339300 -1.241800 0.3 -0.1 0.2 -0.314
H -4.734400 -0.923000 1.851500 0.0 0.0 0.1 0.445
H -7.167400 -0.552000 2.057400 0.0 0.0 0.0 0.390
H -8.436700 0.372000 0.154900 -0.1 0.0 0.0 0.393
H -7.280100 0.958400 -1.939900 0.0 0.0 -0.1 0.387
H -4.845600 0.591700 -2.155500 0.0 0.0 -0.1 0.444

***

3.
42
Properties=species:S:1:pos:R:3:forces:R:3:mulliken_charge:R:1 method="wB97M-V/def2-TZVPD" homo_energy_ev=-7.39 homo_lumo_gap_ev=7.0 e_tot_ha=-1276.30277
Au -0.745058 0.971377 -0.272537 0.1 -0.2 0.2 0.578
O 0.905501 -1.246337 -4.242948 0.2 -0.2 -0.1 -0.705
C 2.213233 -1.195781 -3.925938 -0.2 -0.1 -0.1 0.251
C 3.100025 -1.959486 -4.687517 0.0 0.0 0.0 -0.703
C 4.449074 -1.946669 -4.400947 0.0 0.0 0.0 -0.277
C 4.944462 -1.177569 -3.349678 0.0 0.0 0.0 -0.768
C 4.065939 -0.423541 -2.597810 0.0 0.0 0.0 -0.265
C 2.696484 -0.412280 -2.869887 0.1 0.1 0.1 0.262
C 1.756424 0.410404 -2.060525 0.1 -0.2 0.0 0.958
O 0.524084 0.385509 -2.349465 -0.1 0.0 0.0 -0.928
N 2.302254 1.122736 -1.074781 -0.3 0.1 0.0 -0.696
N 1.355018 1.735414 -0.321829 0.0 0.0 -0.1 -0.028
C 1.729272 2.746013 0.366390 -0.2 0.0 0.1 -0.446
C 0.785907 3.477117 1.227124 0.2 -0.2 -0.2 0.860
C 1.257048 4.363020 2.192342 -0.1 0.1 0.0 -0.648
C 0.341920 5.033639 2.982330 0.0 0.0 0.0 -0.275
C -1.012260 4.798169 2.788763 0.0 0.0 0.0 -0.505
C -1.386056 3.900350 1.800852 0.0 0.1 0.0 -0.323
N -0.514929 3.263485 1.028923 -0.2 0.1 0.1 -0.305
H 0.457211 -0.647935 -3.597411 -0.1 0.1 0.1 0.413
H 2.697956 -2.552299 -5.497067 0.0 0.0 0.0 0.424
H 5.125945 -2.540112 -5.002434 0.0 0.0 0.0 0.361
H 6.002261 -1.166573 -3.125895 0.0 0.0 0.0 0.377
H 4.420554 0.185611 -1.778246 0.0 0.0 0.0 0.417
H 2.763374 3.073157 0.308690 0.0 0.0 0.0 0.391
H 2.320599 4.512370 2.314690 0.0 0.0 0.0 0.338
H 0.678267 5.727565 3.741071 0.0 0.0 0.0 0.413
H -1.763232 5.300801 3.380276 0.0 0.0 0.0 0.358
H -2.432471 3.689491 1.611436 0.0 0.0 0.0 0.388
N -2.410363 -0.153510 0.378383 0.5 -0.1 0.0 -0.442
C -2.822349 -1.071306 0.931684 -0.2 0.2 -0.1 0.258
C -3.369880 -2.208987 1.618929 0.0 0.3 -0.1 0.488
C -2.534358 -3.270810 1.951798 0.0 -0.1 0.0 -0.494
C -3.073606 -4.364451 2.607328 0.0 0.0 0.0 -0.486
C -4.425896 -4.390190 2.920310 0.0 0.0 0.0 -0.363
C -5.251232 -3.325462 2.585139 0.0 0.1 0.0 -0.506
C -4.727644 -2.223558 1.930349 0.0 -0.1 0.1 -0.406
H -1.485063 -3.235933 1.695543 0.0 0.0 0.0 0.450
H -2.438036 -5.197497 2.871981 0.0 0.0 0.0 0.392
H -4.842603 -5.248449 3.429811 0.0 0.0 0.0 0.376
H -6.303194 -3.351156 2.831589 0.0 0.0 0.0 0.388
H -5.354581 -1.386338 1.659187 0.0 0.0 0.0 0.430

***

ΔE to the lowest compared entry with this formula, charge and spin list, top to bottom, in kcal/mol: 47.2, 5.7, 0.0